C33H28IN3O2RuS3 | the ωB97M-V functional and the def2-TZVPD basis

XYZ file:
```
71
C33H28IN3O2RuS3 | OMol25 | the ωB97M-V functional and the def2-TZVPD basis
Ru -0.242 -0.582 0.416
C 1.803 -3.918 -1.462
C 1.544 -2.858 -0.431
N 0.863 -1.758 -0.816
N 0.747 -1.620 -2.138
C -0.075 -0.719 -2.597
S -1.081 0.256 -1.554
S -0.279 -0.454 -4.277
C 1.289 -1.113 -4.991
C 2.330 -0.036 -4.875
C 2.419 0.956 -5.849
C 3.314 2.003 -5.702
C 4.123 2.073 -4.577
C 4.062 1.072 -3.617
C 3.166 0.026 -3.761
C 2.054 -3.030 0.884
C 2.975 -4.082 1.129
C 3.575 -4.249 2.342
C 3.285 -3.363 3.405
C 2.396 -2.343 3.231
C 1.745 -2.146 1.993
O 0.879 -1.197 1.913
H 1.053 -3.866 -2.243
H 1.778 -4.908 -1.015
H 2.779 -3.780 -1.935
H 1.035 -1.334 -6.026
H 1.542 -2.026 -4.460
H 1.786 0.904 -6.728
H 3.381 2.767 -6.466
H 4.802 2.906 -4.448
H 4.720 1.106 -2.758
H 3.124 -0.761 -3.017
H 3.237 -4.755 0.328
H 4.279 -5.056 2.484
H 3.770 -3.498 4.363
H 2.143 -1.665 4.035
O -1.327 0.821 1.483
S -2.179 2.013 1.022
C -1.004 3.352 0.804
C 0.250 3.268 1.386
C 1.131 4.325 1.212
C 0.751 5.431 0.462
C -0.506 5.490 -0.123
C -1.397 4.440 0.042
C -2.990 2.546 2.526
C -2.487 2.170 3.760
C -3.154 2.594 4.898
C -4.298 3.374 4.786
C -4.785 3.741 3.539
C -4.133 3.318 2.391
H 0.529 2.399 1.969
H 2.110 4.288 1.669
H 1.442 6.253 0.334
H -0.791 6.350 -0.712
H -2.379 4.471 -0.417
H -1.598 1.557 3.827
H -2.781 2.316 5.874
H -4.815 3.696 5.680
H -5.677 4.347 3.461
H -4.509 3.589 1.411
I -6.196 -1.793 0.399
C -4.282 -2.607 0.605
C -4.083 -3.973 0.753
C -2.785 -4.446 0.871
C -1.737 -3.545 0.844
N -1.934 -2.233 0.703
C -3.179 -1.769 0.585
H -4.924 -4.652 0.778
H -2.589 -5.503 0.983
H -0.711 -3.878 0.947
H -3.302 -0.701 0.470
```

Values from the calculation:
2S+1 = 5
lowest unoccupied orbital energy (alpha / beta) = -6.509 / -8.935 eV
highest occupied orbital energy (alpha / beta) = -13.49 / -13.42 eV
total charge = +2
frontier orbital gap (alpha / beta) = 6.976 / 4.485 eV